(1)
The following is a quantum chemistry calculation of a cluster of 5 separate species, C45H84O6 in total, from the OMol25 dataset.

Results
Frontier orbital gap (eV): 8.67
HOMO (eV): -9.587
F_max (eV/Å): 1.65
Net charge: 0
SMILES: CCCCCCCCCCCCC1=C(CCCCCCCCCCC)C(=O)c2ccccc2C1=O.CC(C)O.CC(C)O.CC(C)O.CC(C)O

Last column: Löwdin charge in e.
CARTESIAN COORDINATES (ANGSTROEM)
C -6.45 10.27 3.32  -0.119
C -6.84 10.72 1.91  -0.262
C -7.44 9.59 1.06  -0.228
C -6.48 9.10 -0.01  -0.232
C -7.07 8.03 -0.91  -0.208
C -6.02 7.19 -1.67  -0.186
C -6.14 7.25 -3.21  -0.208
C -6.42 5.90 -3.87  -0.202
C -5.15 5.12 -4.27  -0.190
C -5.11 3.71 -3.68  -0.212
C -4.34 2.70 -4.51  -0.179
C -4.61 1.23 -4.12  -0.133
C -4.02 0.85 -2.79  -0.083
C -2.72 0.53 -2.64  -0.060
C -1.79 0.49 -3.83  -0.121
C -0.44 -0.20 -3.66  -0.195
C -0.54 -1.66 -3.17  -0.202
C 0.63 -2.04 -2.28  -0.219
C 0.44 -3.37 -1.52  -0.185
C 0.97 -3.33 -0.07  -0.206
C 2.34 -3.95 0.16  -0.203
C 3.47 -3.46 -0.77  -0.200
C 4.64 -2.79 -0.03  -0.211
C 5.85 -2.78 -1.02  -0.249
C 6.88 -3.85 -0.63  -0.099
C -2.22 0.27 -1.26  -0.293
O -1.07 0.40 -0.95  0.131
C -3.20 -0.11 -0.22  -0.081
C -2.76 -0.76 0.94  0.019
C -3.70 -1.13 1.91  -0.053
C -5.06 -0.84 1.73  -0.052
C -5.50 -0.19 0.57  0.013
C -4.55 0.17 -0.40  -0.082
C -4.97 0.85 -1.65  -0.292
O -6.07 1.33 -1.73  0.120
H -5.49 9.75 3.31  0.069
H -7.19 9.62 3.76  0.066
H -6.33 11.12 3.99  0.064
H -5.96 11.11 1.42  0.098
H -7.55 11.55 2.00  0.096
H -7.71 8.77 1.72  0.103
H -8.37 9.95 0.61  0.109
H -5.59 8.71 0.49  0.115
H -6.20 9.97 -0.61  0.116
H -7.79 8.46 -1.60  0.104
H -7.63 7.34 -0.26  0.106
H -5.04 7.58 -1.40  0.098
H -6.09 6.16 -1.34  0.102
H -5.26 7.70 -3.65  0.102
H -6.96 7.93 -3.46  0.095
H -7.00 6.07 -4.77  0.102
H -7.03 5.29 -3.20  0.102
H -5.07 5.08 -5.35  0.103
H -4.28 5.65 -3.89  0.107
H -6.12 3.32 -3.54  0.103
H -4.67 3.76 -2.68  0.118
H -3.26 2.88 -4.47  0.103
H -4.63 2.82 -5.56  0.113
H -5.69 1.12 -4.05  0.114
H -4.26 0.56 -4.90  0.110
H -2.30 0.00 -4.66  0.118
H -1.63 1.52 -4.14  0.118
H 0.02 -0.24 -4.64  0.111
H 0.24 0.37 -3.03  0.102
H -0.51 -2.31 -4.04  0.115
H -1.49 -1.86 -2.68  0.104
H 1.50 -2.14 -2.93  0.107
H 0.87 -1.23 -1.59  0.096
H 0.95 -4.17 -2.04  0.111
H -0.62 -3.61 -1.48  0.098
H 0.96 -2.32 0.33  0.107
H 0.27 -3.89 0.55  0.096
H 2.62 -3.71 1.17  0.083
H 2.30 -5.04 0.12  0.105
H 3.12 -2.75 -1.52  0.097
H 3.88 -4.31 -1.31  0.108
H 4.39 -1.75 0.16  0.100
H 4.87 -3.31 0.90  0.105
H 5.44 -3.04 -1.99  0.090
H 6.29 -1.80 -1.11  0.088
H 6.37 -4.66 -0.11  0.071
H 7.39 -4.26 -1.50  0.056
H 7.62 -3.42 0.04  0.064
H -1.71 -0.97 1.08  0.114
H -3.39 -1.63 2.81  0.063
H -5.76 -1.12 2.50  0.104
H -6.54 0.05 0.41  0.116
C 1.25 -7.18 3.13  -0.058
C 2.14 -6.16 3.83  -0.494
C 1.87 -6.12 5.33  -0.058
O 1.96 -4.87 3.26  -0.060
H 0.20 -6.91 3.26  0.078
H 1.46 -7.19 2.06  0.074
H 1.40 -8.18 3.53  0.078
H 3.19 -6.42 3.66  0.137
H 0.83 -5.83 5.52  0.070
H 2.52 -5.39 5.82  0.079
H 2.04 -7.10 5.79  0.078
H 1.04 -4.61 3.40  0.063
C -2.49 -4.09 5.44  -0.055
C -1.46 -2.99 5.29  -0.489
C -2.08 -1.61 5.43  -0.051
O -0.80 -3.10 4.02  -0.057
H -3.26 -4.00 4.66  0.080
H -2.03 -5.07 5.33  0.073
H -2.98 -4.04 6.41  0.082
H -0.67 -3.11 6.04  0.138
H -2.84 -1.45 4.66  0.052
H -1.32 -0.83 5.32  0.086
H -2.56 -1.49 6.41  0.084
H -1.46 -2.99 3.33  0.074
C 11.82 -5.85 -2.48  -0.066
C 10.52 -5.17 -2.08  -0.506
C 10.69 -3.67 -1.95  -0.059
O 10.02 -5.72 -0.86  -0.057
H 12.58 -5.68 -1.72  0.080
H 11.67 -6.93 -2.57  0.078
H 12.19 -5.47 -3.43  0.079
H 9.75 -5.39 -2.82  0.135
H 11.42 -3.43 -1.18  0.082
H 9.75 -3.20 -1.67  0.064
H 11.03 -3.23 -2.89  0.080
H 10.68 -5.55 -0.17  0.086
C 5.78 0.86 2.16  -0.058
C 6.81 0.00 1.45  -0.500
C 8.05 -0.23 2.30  -0.059
O 7.16 0.59 0.20  -0.057
H 6.20 1.85 2.38  0.080
H 4.90 1.01 1.54  0.079
H 5.46 0.40 3.11  0.081
H 6.36 -0.97 1.19  0.111
H 8.53 0.73 2.52  0.080
H 8.77 -0.85 1.77  0.076
H 7.80 -0.71 3.24  0.080
H 7.56 1.45 0.39  0.084

(2)
The following is a quantum chemistry calculation of a cluster of 8 separate species, C45H85ClIN8O2 in total, from the OMol25 dataset.

Results
Frontier orbital gap (eV): 9.74
HOMO (eV): -11.985
F_max (eV/Å): 2.22
Net charge: +1

Last column: Löwdin charge in e.
CARTESIAN COORDINATES (ANGSTROEM)
C 4.56 -4.25 3.85  -0.097
C 4.09 -3.49 2.61  -0.218
C 2.88 -4.12 1.92  -0.162
O 1.90 -3.10 1.64  -0.112
C 0.81 -3.48 0.90  -0.167
N 0.63 -2.43 -0.21  -0.180
C 0.51 -1.06 0.44  -0.086
C -0.61 -1.03 1.47  -0.270
C -1.52 0.18 1.39  -0.673
I -2.73 0.35 -0.34  0.826
O -0.57 -2.60 -0.96  -0.114
C -1.36 -3.81 -0.78  -0.156
C -2.45 -3.75 -1.84  -0.341
C -1.85 -4.06 -3.21  -0.042
C -3.57 -4.72 -1.43  -0.142
C -5.01 -4.35 -1.86  -0.400
C -5.13 -3.71 -3.24  -0.089
C -5.70 -3.46 -0.80  -0.065
C 1.82 -2.46 -1.16  -0.582
Cl 1.81 -4.03 -1.95  0.808
C 1.93 -1.32 -2.14  -0.246
C 1.00 -1.28 -3.35  -0.083
H 3.90 -4.06 4.70  0.081
H 5.58 -3.98 4.13  0.084
H 4.56 -5.33 3.67  0.062
H 4.92 -3.46 1.88  0.096
H 3.85 -2.45 2.86  0.118
H 3.16 -4.63 0.98  0.127
H 2.40 -4.88 2.56  0.119
H 0.92 -4.46 0.42  0.115
H -0.13 -3.43 1.47  0.131
H 1.49 -0.84 0.87  0.148
H 0.33 -0.37 -0.39  0.112
H -1.22 -1.95 1.40  0.098
H -0.16 -1.00 2.47  0.096
H -0.95 1.11 1.50  0.043
H -2.24 0.14 2.22  0.036
H -0.73 -4.70 -0.93  0.115
H -1.77 -3.82 0.24  0.120
H -2.84 -2.72 -1.83  0.116
H -1.00 -3.40 -3.43  0.057
H -1.49 -5.10 -3.24  0.095
H -2.58 -3.93 -4.01  0.074
H -3.58 -4.80 -0.34  0.107
H -3.32 -5.73 -1.80  0.126
H -5.56 -5.30 -1.93  0.131
H -4.57 -2.77 -3.32  0.078
H -4.80 -4.38 -4.05  0.080
H -6.18 -3.48 -3.45  0.086
H -6.08 -2.53 -1.23  0.075
H -5.03 -3.18 0.01  0.066
H -6.56 -3.97 -0.35  0.080
H 2.69 -2.48 -0.50  0.099
H 2.98 -1.40 -2.48  0.128
H 1.87 -0.38 -1.60  0.110
H 1.25 -2.07 -4.07  0.078
H -0.05 -1.36 -3.07  0.066
H 1.12 -0.32 -3.86  0.081
C -2.77 0.70 6.01  -0.108
C -1.52 0.18 6.72  -0.245
C -0.26 1.00 6.42  -0.178
C 0.11 0.98 5.01  -0.201
N 0.43 0.96 3.90  0.165
H -2.65 0.65 4.93  0.059
H -3.64 0.11 6.29  0.081
H -2.97 1.73 6.29  0.030
H -1.34 -0.86 6.45  0.108
H -1.68 0.20 7.80  0.114
H 0.59 0.61 6.98  0.122
H -0.40 2.04 6.71  0.129
C 1.58 5.14 -3.02  -0.104
C 2.12 3.74 -3.22  -0.259
C 2.58 3.51 -4.67  -0.188
C 1.47 3.61 -5.60  -0.223
N 0.52 3.66 -6.27  0.159
H 0.70 5.32 -3.65  0.058
H 1.28 5.29 -1.99  0.051
H 2.34 5.88 -3.27  0.085
H 1.37 2.99 -2.96  0.104
H 2.97 3.59 -2.56  0.109
H 3.03 2.53 -4.81  0.114
H 3.34 4.25 -4.94  0.124
C 0.95 -6.95 6.68  -0.102
C 1.33 -6.78 5.21  -0.267
C 2.52 -7.64 4.80  -0.198
C 3.73 -7.31 5.56  -0.243
N 4.68 -7.02 6.16  0.160
H 1.76 -6.65 7.33  0.075
H 0.07 -6.35 6.93  0.074
H 0.71 -7.99 6.90  0.081
H 1.56 -5.73 5.01  0.094
H 0.48 -7.05 4.57  0.106
H 2.76 -7.51 3.74  0.108
H 2.31 -8.70 4.96  0.124
C -2.15 7.35 -1.98  -0.099
C -2.38 5.98 -2.62  -0.247
C -2.59 4.87 -1.58  -0.194
C -1.43 4.71 -0.72  -0.247
N -0.46 4.67 -0.09  0.152
H -1.24 7.35 -1.38  0.071
H -2.04 8.11 -2.75  0.077
H -2.98 7.63 -1.34  0.077
H -1.54 5.72 -3.26  0.092
H -3.27 6.01 -3.26  0.111
H -2.77 3.91 -2.08  0.108
H -3.45 5.08 -0.95  0.120
C 5.35 -0.99 0.24  -0.116
C 6.84 -1.17 0.47  -0.248
C 7.57 0.17 0.70  -0.188
C 7.44 1.03 -0.46  -0.241
N 7.36 1.67 -1.42  0.149
H 5.16 -0.39 -0.66  0.070
H 4.87 -1.96 0.10  0.047
H 4.86 -0.50 1.08  0.082
H 7.30 -1.67 -0.38  0.117
H 7.01 -1.80 1.35  0.104
H 8.63 0.01 0.88  0.123
H 7.16 0.69 1.56  0.123
C -3.22 3.68 3.83  -0.100
C -4.74 3.68 3.83  -0.248
C -5.30 4.49 5.00  -0.184
C -4.85 3.92 6.27  -0.228
N -4.51 3.41 7.25  0.155
H -2.84 3.23 4.75  0.042
H -2.82 3.09 3.00  0.064
H -2.81 4.69 3.75  0.085
H -5.12 2.66 3.89  0.110
H -5.12 4.10 2.89  0.107
H -6.39 4.49 5.00  0.121
H -4.97 5.53 4.96  0.124
C -1.22 7.15 -9.84  -0.110
C 0.25 6.86 -9.57  -0.257
C 0.52 6.49 -8.11  -0.213
C 0.17 7.57 -7.19  -0.243
N -0.12 8.43 -6.47  0.136
H -1.56 8.01 -9.26  0.071
H -1.39 7.37 -10.89  0.072
H -1.85 6.30 -9.57  0.076
H 0.86 7.72 -9.85  0.111
H 0.58 6.02 -10.19  0.107
H 1.58 6.27 -7.95  0.113
H -0.05 5.61 -7.81  0.085